1) Here is 2 unconnected molecules or ions with the total composition C5H15NO2 from the OMol25 dataset. Energies are from ωB97M-V/def2-TZVPD.

Output
SMILES: CONC(C)C.CO
Frontier orbital gap in eV: 10.449

The geometry in XYZ format:
```
23
Properties=species:S:1:pos:R:3:lowdin_charge:R:1
C 2.46808 -0.77932 -0.89482 -0.099
O 1.45599 -1.52347 -0.24618 -0.208
N 0.58813 -0.68643 0.52290 -0.042
C -0.90441 -0.62836 -0.06563 -0.366
C -1.33334 -2.00470 -0.53684 -0.071
C -1.77858 -0.08242 1.04715 -0.067
H 2.04941 -0.06526 -1.61071 0.083
H 3.06755 -1.52053 -1.42265 0.088
H 3.08957 -0.24784 -0.17119 0.087
H 0.58590 -1.11786 1.44722 0.127
H -0.85693 0.06848 -0.90811 0.131
H -1.38163 -2.70327 0.29828 0.082
H -2.31025 -1.94318 -1.01498 0.081
H -0.61901 -2.39228 -1.26169 0.072
H -1.38033 0.85223 1.43632 0.063
H -1.83512 -0.79376 1.87125 0.081
H -2.78128 0.10545 0.66463 0.087
C 0.16521 2.92426 0.15412 -0.211
O 0.93832 1.87683 -0.35063 -0.204
H 0.46681 3.84270 -0.35461 0.074
H -0.90785 2.77624 -0.04013 0.066
H 0.30792 3.07054 1.23334 0.075
H 0.90584 0.97196 0.20298 0.069
```


2) Here is 3 unconnected molecules or ions with the total composition C5H15NO2 from the OMol25 dataset. Energies are from ωB97M-V/def2-TZVPD.

Output
SMILES: C=CC[C@@H](C)N.O.O
Frontier orbital gap in eV: 9.612

The geometry in XYZ format:
```
23
Properties=species:S:1:pos:R:3:lowdin_charge:R:1
C 1.29168 1.40507 -1.53015 0.035
C 1.32010 1.27042 -0.15062 -0.189
C 0.27472 0.64141 0.68222 -0.249
C 0.33281 -0.85104 0.68439 -0.418
C 0.97635 -1.19849 2.07399 -0.077
N -0.99344 -1.48537 0.68719 0.027
H 2.11768 1.85071 -2.00713 0.023
H 0.35538 0.84530 -1.98742 0.097
H 2.13872 1.48730 0.43393 0.062
H 0.16204 1.37898 1.53745 0.147
H -0.67938 0.82560 0.20394 0.074
H 1.01088 -1.37598 -0.21368 0.190
H 0.75116 -2.18368 2.43742 0.061
H 2.00111 -0.92291 2.10731 0.060
H 0.48824 -0.55573 2.78944 0.063
H -0.89438 -2.49286 0.43477 0.101
H -1.63983 -1.37244 1.35936 0.020
O -2.11493 2.41083 -1.13018 -0.010
H -2.70848 1.83462 -0.66962 0.029
H -2.35909 3.25445 -0.88252 -0.005
O -0.73391 -1.65321 -2.55586 -0.025
H -1.26933 -1.29462 -1.89972 -0.022
H 0.17188 -1.81836 -2.40453 0.005
```


3) Here is 2 unconnected molecules or ions with the total composition C5H15NO2 from the OMol25 dataset. Energies are from ωB97M-V/def2-TZVPD.

Output
SMILES: CC(C)[C@H](N)CO.O
Frontier orbital gap in eV: 10.115

The geometry in XYZ format:
```
23
Properties=species:S:1:pos:R:3:lowdin_charge:R:1
C -1.69556 -0.38631 -1.24669 -0.065
C -0.75810 0.71761 -0.65559 -0.366
C -1.07357 0.89302 0.83810 -0.085
C 0.72325 0.42340 -0.92765 -0.363
N 1.05026 0.61532 -2.35597 0.035
C 1.24870 -0.99976 -0.66461 -0.203
O 1.61104 -1.28167 0.71142 -0.084
H -1.30091 -1.39852 -1.22241 0.058
H -2.00299 -0.17571 -2.26652 0.069
H -2.61311 -0.41877 -0.66046 0.071
H -1.05480 1.55492 -1.29545 0.119
H -0.74459 1.89482 1.13782 0.082
H -0.53320 0.05892 1.25951 0.059
H -2.13077 0.96380 1.08086 0.078
H 1.35282 1.06986 -0.31242 0.137
H 0.76373 -0.19667 -2.89521 0.072
H 0.46911 1.36772 -2.71271 0.067
H 0.44633 -1.70653 -0.83386 0.099
H 2.17652 -1.14345 -1.20591 0.118
H 2.18833 -0.55867 0.98005 0.075
O -0.93428 0.15256 3.50283 -0.065
H -0.30556 0.85913 3.69618 0.044
H -0.49866 -0.55698 3.99230 0.047
```


4) Here is 3 unconnected molecules or ions with the total composition C5H15NO2 from the OMol25 dataset. Energies are from ωB97M-V/def2-TZVPD.

Output
SMILES: C=C(C)CCN.O.O
Frontier orbital gap in eV: 9.393

The geometry in XYZ format:
```
23
Properties=species:S:1:pos:R:3:lowdin_charge:R:1
C -0.87060 -1.78030 0.18093 0.034
C -1.52481 -0.62543 0.12157 -0.375
C -2.54746 -0.16149 -0.89942 -0.062
C -1.20463 0.49026 1.12017 -0.181
C -0.26075 1.59562 0.60750 -0.264
N 1.02362 1.67694 1.33444 -0.003
H -1.15541 -2.62216 -0.43957 0.061
H -0.13064 -1.90748 0.95962 0.058
H -2.41645 -0.63568 -1.87407 0.070
H -2.55875 0.91436 -1.01961 0.074
H -3.49624 -0.61627 -0.58546 0.086
H -0.71500 -0.00686 1.96486 0.103
H -2.15424 0.87651 1.49327 0.107
H 0.04766 1.32659 -0.40543 0.094
H -0.77617 2.55293 0.69172 0.101
H 0.84186 1.76729 2.31983 0.062
H 1.58328 0.91503 0.99299 0.018
O 1.60044 -0.27551 -2.55778 -0.054
H 1.51046 0.65743 -2.31012 0.041
H 0.84444 -0.66104 -2.99787 0.035
O 2.66646 -1.01378 0.65253 -0.057
H 3.42356 -0.43320 0.77840 0.047
H 2.31281 -1.01895 -0.23084 0.004
```


Which of the structures shown above is the most stable? The most stable is 3).